The following is a quantum chemistry calculation of C13H20ClFN2O7Os as an isolated structure at a distorted geometry, from the OMol25 dataset.

Last column: Löwdin charge in e.
Element x y z (Å)
Os -0.16316 -0.96348 -1.73188  1.529
C 2.73115 -0.86536 -0.30105  -0.002
O 2.06672 -0.33549 -1.48869  -0.299
C 2.31024 1.07897 -1.71175  -0.112
C 1.17229 1.87583 -1.18515  -0.141
O 0.02554 1.36978 -1.87762  -0.237
C -1.21231 2.00604 -1.54697  -0.138
C -2.23681 1.30518 -2.36840  -0.122
O -2.20615 -0.08817 -1.96491  -0.337
C -3.29122 -0.87146 -2.53720  -0.028
H 3.77381 -0.55716 -0.32193  0.119
H 2.67389 -1.94946 -0.35244  0.108
H 2.25579 -0.51131 0.60970  0.085
H 2.41037 1.20360 -2.78912  0.154
H 3.23714 1.38866 -1.23112  0.156
H 1.30562 2.93906 -1.39198  0.164
H 1.04683 1.72754 -0.11116  0.136
H -1.17788 3.06937 -1.78930  0.163
H -1.42166 1.88671 -0.48068  0.145
H -2.00777 1.38430 -3.43387  0.156
H -3.22733 1.72381 -2.19037  0.159
H -4.23685 -0.39034 -2.29718  0.116
H -3.25550 -1.85459 -2.07650  0.098
H -3.18291 -0.94245 -3.61956  0.103
F -0.82822 2.83686 4.12601  0.128
C -0.27123 1.65519 3.89720  -0.186
C -0.92800 0.71233 3.23462  0.051
N -0.35171 -0.53114 2.96938  -0.006
C -1.00747 -1.51032 2.14894  -0.012
C -0.65905 -1.32136 0.70026  -0.518
O -0.96633 -2.17464 -0.17667  -0.014
O -0.05561 -0.29951 0.28181  -0.059
C 0.95113 -0.82776 3.34204  -0.472
O 1.47204 -1.87982 3.02434  0.096
N 1.58341 0.16886 4.03634  0.232
C 1.11503 1.46218 4.34132  -0.372
O 1.81432 2.28349 4.85832  0.167
H -1.93675 0.88309 2.88368  0.153
H -2.09178 -1.45175 2.25986  0.165
H -0.67537 -2.50967 2.42842  0.160
H 2.53061 -0.03479 4.33009  0.181
Cl -0.47729 -2.47173 -3.51943  0.747
C 0.83721 -2.63237 -2.36713  -0.543
H 1.79165 -2.46097 -2.85469  0.063
H 0.76356 -3.52576 -1.75561  0.064

Properties
Largest force on an atom ... 0.08414 hartree/bohr
Gap between HOMO and LUMO ... 5.5230 eV
LUMO ... -9.04 eV
Net charge ... +2
Total energy ... -1793.5990 Eh


The following is a quantum chemistry calculation of C5H29N2O9 as an isolated structure at a distorted geometry, from the OMol25 dataset.

Last column: Löwdin charge in e.
Element x y z (Å)
C 0.45527 -2.12638 1.59034  -0.269
O -0.89785 -2.05009 1.21667  -0.259
C 1.24415 -0.82185 1.99907  -0.364
C 1.54631 -0.07111 0.69330  -0.187
C 2.15849 1.30363 0.83958  -0.187
C 3.06933 1.86492 -0.27067  -0.277
N 2.64892 2.95614 -1.18177  -0.008
N 0.46288 -0.03325 2.96249  0.043
H 0.92797 -2.68446 0.77971  0.112
H 0.45927 -2.74078 2.49575  0.098
H 2.12569 -1.16159 2.55734  0.127
H 0.56039 -0.05984 0.18680  0.093
H 2.19106 -0.74387 0.11176  0.124
H 2.81657 1.21315 1.72165  0.107
H 1.39614 2.00269 1.15993  0.104
H 3.97276 2.29059 0.12705  0.079
H 3.37074 1.01968 -0.91359  0.102
H 2.04223 3.56461 -0.64474  0.056
H 2.09930 2.55748 -1.92540  0.009
H -0.18247 0.63897 2.57463  0.054
H -0.04904 -0.70933 3.51876  0.062
H -2.06083 0.93445 0.77076  0.004
H -2.86155 2.17540 0.38754  0.054
O -2.01383 1.75621 0.16865  -0.118
H 0.50640 0.39682 -1.84296  0.034
H 1.03932 0.30986 -3.32840  0.072
O 1.18316 0.70914 -2.46819  -0.048
H -1.58280 -1.39381 -1.73519  0.038
H -0.71621 -1.61998 -0.36586  0.009
O -0.69241 -1.42946 -1.34308  -0.113
H -2.84198 -2.56993 0.30837  0.011
H -3.29687 -1.44037 1.16819  -0.007
O -3.65274 -2.06273 0.46307  -0.117
H 0.17231 2.12735 -2.13456  -0.032
H -1.25903 2.48229 -1.71564  0.003
O -0.42577 2.88206 -2.00028  -0.087
H -1.59737 -1.16544 1.74725  0.062
H -2.58773 -0.11211 2.81939  0.041
O -2.41743 -0.20347 1.86377  -0.274
H -2.38085 0.20876 -1.01257  0.008
H -3.74706 -0.63891 -1.49001  0.033
O -2.97315 -0.12336 -1.71483  -0.084
H 0.19848 -2.98145 -2.38594  0.014
H 0.71187 -1.76701 -2.75040  -0.022
O 0.87794 -2.68363 -3.00775  -0.099

Properties
Largest force on an atom ... 0.03592 hartree/bohr
Gap between HOMO and LUMO ... 8.9481 eV
LUMO ... 3.05 eV
Net charge ... -1
Total energy ... -994.6277 Eh


The following is a quantum chemistry calculation of C31H31IMoN5O5Se as an isolated structure, from the OMol25 dataset.

Last column: Löwdin charge in e.
Element x y z (Å)
Mo -0.34934 0.07816 0.29294  1.299
O -0.93943 4.03760 -0.14621  -0.079
C -0.56550 3.99764 1.21609  -0.287
C -1.81922 4.06415 2.07307  -0.169
C -2.74732 2.86336 1.84486  -0.131
C -2.36474 1.62830 2.60381  -0.252
C -2.76107 1.42813 3.92628  -0.008
C -2.44011 0.25439 4.58195  -0.042
C -1.73320 -0.73769 3.91378  -0.046
C -1.36556 -0.46239 2.61888  -0.295
N -1.65277 0.68105 1.99071  -0.049
H -0.44156 3.34327 -0.61109  0.048
H 0.08194 4.84921 1.45677  0.116
H 0.00344 3.09062 1.43988  0.027
H -2.36274 4.97441 1.80821  0.112
H -1.54454 4.14297 3.12964  0.114
H -2.75859 2.63536 0.77772  0.116
H -3.76437 3.12669 2.14373  0.115
H -3.32835 2.20285 4.42525  0.117
H -2.74615 0.10685 5.60989  0.110
H -1.45632 -1.67807 4.36765  0.101
H -0.79951 -1.23899 2.06239  0.019
O 4.22132 -3.59657 -3.68181  -0.049
C 4.29407 -2.36942 -3.47397  -0.706
O 5.15511 -1.53729 -3.80237  -0.030
C 3.13866 -1.79508 -2.61159  -0.078
C 2.28298 -2.65936 -1.93990  0.004
C 1.32888 -2.15592 -1.08118  -0.107
N 1.15363 -0.84004 -0.93099  -0.070
C 1.90148 0.00708 -1.65286  -0.197
C 2.93039 -0.42636 -2.46512  0.080
C 1.44759 1.44115 -1.56547  -0.569
O 2.04614 2.34875 -2.08487  0.106
O 0.31641 1.59677 -0.88635  -0.297
H 2.40649 -3.72137 -2.10241  0.112
H 0.67092 -2.78797 -0.49453  0.098
H 3.55319 0.27940 -2.99651  0.133
I 1.77745 0.79294 2.21930  0.195
C 2.22341 -5.79911 0.45984  -0.034
N 2.63949 -4.49442 0.91917  -0.074
C 1.93783 -3.68840 1.75415  -0.792
Se 0.28549 -4.01360 2.51196  0.555
N 2.64107 -2.55004 1.88095  0.092
C 3.77455 -2.57723 1.08113  -0.198
C 4.70889 -1.60507 0.76334  -0.012
C 5.64991 -1.94030 -0.19776  -0.067
C 5.65970 -3.19615 -0.80933  -0.077
C 4.72872 -4.16778 -0.47978  -0.012
C 3.78333 -3.82776 0.47365  -0.184
H 1.17799 -5.93607 0.72470  0.039
H 2.82173 -6.58277 0.92625  0.096
H 2.34014 -5.85500 -0.62273  0.092
H 2.28869 -1.73705 2.37174  -0.030
H 4.66322 -0.61854 1.20392  0.084
H 6.36463 -1.19582 -0.52108  0.111
H 6.35884 -3.39062 -1.61025  0.114
H 4.70243 -5.10709 -1.01378  0.117
C -3.24376 -2.68246 0.63167  -0.046
C -3.36985 -2.31749 -0.81827  -0.215
C -4.28838 -2.94321 -1.65047  -0.059
C -4.38651 -2.59801 -2.99021  -0.089
C -3.55949 -1.61767 -3.51834  -0.055
C -2.62846 -0.96527 -2.72178  -0.210
C -1.70874 0.08511 -3.27175  -0.033
C -2.54921 -1.32438 -1.36847  -0.249
N -1.61818 -0.67595 -0.57545  -0.153
H -3.91723 -3.50147 0.88315  0.077
H -3.48828 -1.83042 1.27079  0.075
H -2.22385 -2.99052 0.87781  0.035
H -4.92937 -3.71491 -1.24033  0.104
H -5.10625 -3.09841 -3.62578  0.097
H -3.63107 -1.35340 -4.56671  0.106
H -1.94913 0.30387 -4.31132  0.078
H -0.66909 -0.24761 -3.22320  0.080
H -1.76507 1.00700 -2.69039  0.079

Properties
Largest force on an atom ... 0.00402 hartree/bohr
Gap between HOMO and LUMO ... 7.0943 eV
LUMO ... 1.71 eV
Net charge ... -1
Total energy ... -4617.4648 Eh


The following is a quantum chemistry calculation of C8H18O12S2Tl as an isolated structure at a distorted geometry, from the OMol25 dataset.

Last column: Löwdin charge in e.
Element x y z (Å)
Tl 0.14385 1.09066 -3.00758  1.197
O -4.03462 0.52985 -0.39379  0.189
C -3.65243 0.12234 -1.61922  -0.652
O -2.50708 0.35081 -2.04371  -0.033
O -4.43013 -0.52012 -2.39073  0.242
H -4.96166 0.19541 -0.45471  0.155
O -2.11131 0.57236 -4.85509  0.005
C -3.39654 0.24824 -5.11571  -0.650
O -3.86088 0.49770 -6.21837  0.236
O -4.06562 -0.34540 -4.22479  0.248
H -1.82246 1.05565 -5.65827  0.145
O 1.28816 -2.10813 1.14027  -0.239
S 0.28351 -1.41255 0.41426  0.577
O 0.57905 -0.78135 -0.83250  -0.384
O -0.85563 -2.48812 0.04349  -0.257
C -1.29121 -3.39269 1.06503  -0.273
C -1.02476 -4.81892 0.55808  -0.053
C -0.62963 -0.30943 1.46995  -0.090
H -2.32800 -3.24880 1.36690  0.122
H -0.68751 -3.35948 1.97639  0.111
H -1.82480 -5.15686 -0.09822  0.077
H -1.00344 -5.48254 1.42369  0.083
H -0.05148 -4.82758 0.07626  0.085
H -0.78908 -0.74611 2.45026  0.081
H -1.53298 0.09667 1.02273  0.067
H 0.03883 0.55461 1.55114  0.056
O 4.39129 1.23122 -0.09826  -0.222
S 3.13626 1.88721 -0.10507  0.583
O 2.10329 1.48447 -1.01842  -0.449
O 2.40981 1.77032 1.33083  -0.285
C 3.25727 1.62020 2.49587  -0.237
C 2.30849 1.71250 3.67065  -0.063
C 3.24855 3.65786 -0.16740  -0.103
H 3.92602 2.48624 2.50761  0.121
H 3.79319 0.67336 2.49098  0.129
H 1.52354 0.95252 3.60900  0.070
H 1.74081 2.64586 3.64857  0.085
H 2.73390 1.61101 4.66680  0.088
H 2.27390 4.08820 0.01987  0.079
H 3.62913 3.85326 -1.17324  0.079
H 4.05237 4.00953 0.47647  0.079

Properties
Largest force on an atom ... 0.12314 hartree/bohr
Gap between HOMO and LUMO ... 5.8067 eV
LUMO ... -7.93 eV
Net charge ... +1
Total energy ... -2186.9662 Eh